Formula: C5H12MgN2O2
Source: the OMol25 dataset
Level of theory: the ωB97M-V functional and the def2-TZVPD basis

Geometry (Å):
H  0.8360  2.1792  0.7273
O  1.3840  -0.4880  2.4276
H  -3.1745  -2.4410  2.8870
H  0.3576  0.3746  -2.1276
N  0.1714  -0.2034  2.1261
H  -4.1892  -1.3317  1.9354
H  0.6408  -0.8540  -3.5278
H  -1.0690  -0.9189  4.8974
O  -3.1381  -0.2051  0.1009
C  -0.5142  -1.4874  4.1219
C  -0.8114  -0.9269  2.7734
H  -0.7829  -2.5527  4.1945
C  -2.0550  -0.9026  2.0741
H  0.5644  -1.3839  4.3185
Mg  -0.6307  1.2369  0.8276
H  -0.3662  0.4495  -3.8013
H  -3.5904  -0.8609  3.5282
H  1.4551  0.6862  -3.6854
C  -3.3323  -1.4000  2.6130
C  0.5425  0.1759  -3.3021
N  -1.9356  -0.3316  0.8726
H  -3.2394  -1.1147  -0.2344

Forces on atoms 1 to 3 (eV/Å):
-0.7 0.3 -0.3
-2.1 1.2 -0.4
-0.2 -0.2 0.2

HOMO energy (spin up / spin down) = -7.847 / -7.850 eV
Kohn-Sham gap (spin up / spin down) = 7.4 / 7.4 eV
calculated total energy = -17894.990 eV
energy above the lowest of the compared OMol25 structures with the same formula, charge and spin = 14.2 kcal/mol